# C14H16Cl2MnN2OS3SbSeSi

C14H16Cl2MnN2OS3SbSeSi as an isolated structure (ωB97M-V with the def2-TZVPD basis set, the Open Molecules 2025 dataset).

Structure (XYZ):
```
42
Properties=species:S:1:pos:R:3:forces:R:3
Mn 0.5722 0.3848 1.9367 -0.54 0.06 0.00
S 5.2688 -0.6885 1.8378 0.01 0.01 -0.02
Sb 3.2658 -1.5178 2.5244 -0.01 0.00 0.05
S 1.5699 -1.0614 0.7442 0.14 -0.16 -0.11
S 2.0277 0.4047 3.5236 0.13 0.06 0.10
Cl -2.8725 -0.0287 0.4222 0.18 -0.03 0.00
C -3.1089 -0.2828 2.1107 -0.12 0.08 -0.02
C -4.4082 -0.3917 2.5804 -0.02 0.02 0.00
C -4.6628 -0.5527 3.9325 0.02 0.00 0.00
C -3.6039 -0.6091 4.8266 -0.01 0.00 0.00
C -2.3094 -0.5186 4.3560 0.02 0.00 0.02
Cl -0.9856 -0.6064 5.4696 -0.01 0.00 0.00
C -2.0117 -0.3501 2.9900 0.04 -0.25 0.12
N -0.7217 -0.3278 2.5689 0.07 0.24 -0.17
H -5.2172 -0.3341 1.8648 0.00 0.00 0.00
H -5.6818 -0.6299 4.2882 0.00 0.00 0.00
H -3.7677 -0.7300 5.8888 0.00 0.00 0.00
Se -2.0640 1.3612 -3.0482 -0.03 0.00 -0.03
C -2.9687 2.4512 -4.2809 -0.02 0.02 0.01
C -2.3052 3.3640 -5.1215 0.00 0.00 0.01
C -3.0139 4.1407 -6.0171 0.00 0.00 0.00
N -4.3425 4.1113 -6.1743 0.00 0.00 0.00
C -4.9786 3.2465 -5.3761 0.00 0.00 0.00
C -4.3654 2.4261 -4.4494 0.00 -0.01 0.01
H -1.2278 3.4537 -5.0611 0.00 0.00 0.00
H -2.4788 4.8395 -6.6568 0.00 0.00 0.00
H -6.0604 3.2091 -5.4883 0.00 0.00 0.00
H -4.9605 1.7547 -3.8430 0.00 0.00 0.00
C 0.9652 3.5886 -1.1128 0.00 -0.08 0.01
Si 0.1468 3.3712 0.5441 0.20 0.09 -0.06
C -1.6986 3.5310 0.3947 -0.06 -0.02 0.11
C 0.7935 4.6330 1.7753 -0.03 0.00 0.00
O 0.5843 1.8926 1.1451 0.02 -0.05 0.05
H 0.8071 4.6003 -1.4964 -0.01 0.00 0.00
H 0.5319 2.8852 -1.8291 -0.01 0.02 -0.01
H 2.0394 3.4020 -1.0457 -0.01 0.01 0.02
H -1.9565 4.5110 -0.0172 0.01 0.02 0.01
H -2.1882 3.4287 1.3682 0.01 -0.01 -0.02
H -2.1008 2.7797 -0.2856 0.00 -0.03 -0.07
H 0.7612 5.6419 1.3548 -0.02 0.01 0.00
H 1.8254 4.4071 2.0508 0.01 -0.01 -0.02
H 0.1913 4.6255 2.6872 0.02 -0.01 0.01
```
Positions in Å, forces in eV/Å.

The total charge is -2. As for the molar mass: 679.15 Da. Its spin multiplicity is 1. As for the HOMO energy (spin up / spin down): -1.70 / -1.70 eV. The total energy comes out at -188441.43446 eV.

***

# C4H5N3

One molecule with the formula C4H5N3 in a non-equilibrium geometry (ωB97M-V with the def2-TZVPD basis set, the Open Molecules 2025 dataset).

Structure (XYZ):
```
12
Properties=species:S:1:pos:R:3:forces:R:3
H 1.3907 1.0895 2.4481 -1.29 -0.12 -0.38
N 0.6615 0.9929 1.7062 1.12 1.99 0.42
C 0.4753 -0.1979 1.4217 0.51 -1.65 -0.52
N -0.2549 -0.6586 0.2835 0.19 -0.01 0.33
C 0.4676 -0.7027 -1.0089 0.72 -0.25 -1.05
C -0.4846 0.3954 -0.6756 -0.61 1.36 0.04
C -1.8431 0.3909 -1.2423 -0.18 -0.76 -0.54
N -2.8753 0.2105 -1.7310 0.85 0.46 0.48
H 0.9080 -0.9680 2.0389 0.04 -0.80 -0.16
H 1.5921 -0.5386 -1.0786 -1.66 0.16 0.47
H 0.1118 -1.4177 -1.8019 0.27 0.45 1.35
H -0.1491 1.4043 -0.3603 0.05 -0.82 -0.43
```
Positions in Å, forces in eV/Å.

As for the SMILES: [H]/N=C/N1C[C@H]1C#N. As for the molar mass: 95.11 Da. The energy relative to the best compared isomer or geometry (same formula, charge and spin) is 275.1 kJ/mol. Its spin multiplicity is 1. As for the HOMO energy: -10.37 eV. The total energy comes out at -8696.96090 eV.

***

# C20H19Br2F3N

A 2-piece molecular cluster, C20H19Br2F3N overall in a non-equilibrium geometry (ωB97M-V with the def2-TZVPD basis set, the Open Molecules 2025 dataset).

Structure (XYZ):
```
45
Properties=species:S:1:pos:R:3:forces:R:3
Br 5.4109 4.4964 1.8733 -0.59 -0.16 -0.07
C 3.5997 3.9947 1.6718 -0.62 -0.01 -0.17
C 2.6723 4.8885 1.1032 -0.07 -0.25 0.05
C 1.3377 4.5195 0.9718 -0.19 -0.23 0.13
C 0.8675 3.2456 1.4048 0.58 0.12 0.22
C -0.5221 2.8886 1.3067 0.04 -0.36 -0.32
C -1.0258 1.6101 1.5448 0.18 0.03 0.13
C -2.3600 1.2485 1.3759 0.16 -0.12 0.06
C -2.8881 -0.0584 1.6463 -0.18 -0.49 0.10
C -4.2542 -0.3599 1.3739 0.34 -0.11 0.20
C -4.7918 -1.6141 1.6513 0.26 0.14 0.00
C -3.9828 -2.6222 2.2082 0.09 0.59 -0.19
Br -4.7094 -4.3224 2.5988 0.23 0.55 -0.14
C -2.6296 -2.3555 2.4735 0.15 0.41 -0.10
C -2.0911 -1.0983 2.2026 -0.40 -0.28 -0.01
C 1.8322 2.3547 1.9545 0.22 0.36 -0.04
C 3.1694 2.7232 2.0841 -0.37 -0.07 -0.07
H 3.0034 5.8648 0.7661 -0.05 -0.12 0.05
H 0.6187 5.2119 0.5233 0.34 -0.17 0.15
H -1.2147 3.6629 0.9603 0.17 -0.17 0.13
H -0.3233 0.8328 1.8594 -0.33 0.38 -0.13
H -3.0591 1.9972 0.9938 0.14 -0.13 0.13
H -4.8789 0.4223 0.9450 0.03 -0.23 0.09
H -5.8355 -1.8186 1.4386 0.13 0.04 0.03
H -2.0002 -3.1332 2.8933 -0.10 0.11 -0.04
H -1.0424 -0.9171 2.4355 -0.32 -0.17 -0.03
H 1.5190 1.3724 2.3059 0.24 0.27 -0.06
H 3.8848 2.0249 2.5048 -0.10 0.10 -0.02
C -1.8822 7.0532 3.6907 0.30 -0.03 -0.06
C -0.7453 6.0035 3.6363 0.61 0.75 -0.34
N -1.3144 4.8238 4.1761 0.38 -0.48 0.69
C -2.7309 4.8117 4.1760 -0.45 -0.32 -0.71
C -3.1658 3.9868 5.3692 -0.20 0.21 0.77
F -4.5018 3.7206 5.3806 1.10 0.14 0.03
F -2.4941 2.7895 5.3287 -0.69 0.50 0.20
F -2.8390 4.5946 6.5431 -0.45 -0.69 -0.85
C -3.1518 6.2973 4.1173 -0.13 -0.44 0.28
H -1.6368 7.8287 4.4212 -0.07 -0.06 -0.24
H -2.0113 7.5192 2.7099 0.02 0.05 0.23
H -0.3839 5.8405 2.6047 -0.08 0.30 0.08
H 0.1176 6.3410 4.2324 -0.15 -0.13 -0.22
H -0.8199 3.9471 4.1741 0.01 0.15 -0.09
H -3.1433 4.2867 3.2920 -0.18 -0.04 0.13
H -3.4978 6.6244 5.1037 -0.01 -0.02 -0.27
H -3.9543 6.4179 3.3858 0.01 0.05 0.29
```
Positions in Å, forces in eV/Å.

The total charge is +1. As for the molar mass: 490.18 Da. Its spin multiplicity is 1. As for the HOMO energy: -11.25 eV. The total energy comes out at -170768.75172 eV.